A structure of composition C40H32ClLiN4O4S, computed with ωB97M-V with the def2-TZVPD basis set.

Structure (XYZ):
```
83
Properties=species:S:1:pos:R:3:forces:R:3:mulliken_charge:R:1
Li -0.2114 0.3238 -0.4435 0.0 0.1 0.1 0.8655
Cl 5.1279 4.1617 -3.4578 0.0 0.0 0.0 -0.2605
C 3.6754 3.4968 -2.7475 0.0 0.0 0.0 0.1124
C 2.4453 4.1480 -2.9430 0.0 0.0 0.0 -0.5749
C 1.3032 3.6475 -2.3856 0.0 0.0 0.0 -0.7439
C 1.2837 2.4458 -1.5975 0.0 0.0 0.0 0.3576
O 0.2034 2.0254 -1.0899 0.0 0.1 -0.1 -0.7221
C 2.5614 1.7966 -1.4381 0.0 0.0 0.0 0.5508
C 2.7246 0.6020 -0.6558 -0.1 0.0 0.0 -0.5538
N 1.7606 -0.1240 -0.2177 0.1 -0.1 0.0 0.5770
C 2.0388 -1.2541 0.5542 0.0 0.0 0.0 -0.2418
C 3.0243 -2.1680 0.2720 0.0 0.0 0.0 -0.2491
C 3.2098 -3.3111 1.0784 0.0 0.0 0.0 -1.0052
C 2.3940 -3.5523 2.1450 0.0 0.0 0.0 -0.8796
C 1.3506 -2.6443 2.4536 0.0 0.0 0.0 1.4673
C 0.4518 -2.8448 3.5253 0.0 0.0 0.0 -0.9033
C -0.5290 -1.9299 3.7566 0.0 0.0 0.0 -0.7677
C -0.6148 -0.8016 2.9127 0.0 0.0 0.0 -0.2677
N 0.1930 -0.5729 1.9143 0.0 -0.1 -0.1 -0.4291
C 1.1713 -1.4868 1.6666 0.0 0.0 0.1 0.1860
C 3.7264 2.3568 -2.0004 0.0 0.0 0.0 -0.9678
H 2.4152 5.0553 -3.5334 0.0 0.0 0.0 0.3944
H 0.3562 4.1546 -2.5224 0.0 0.0 0.0 0.4346
H 3.7593 0.3267 -0.4138 0.0 0.0 0.0 0.4720
H 3.6543 -2.0149 -0.5960 0.0 0.0 0.0 0.5648
H 4.0038 -4.0058 0.8334 0.0 0.0 0.0 0.4476
H 2.5217 -4.4361 2.7581 0.0 0.0 0.0 0.4073
H 0.5570 -3.7266 4.1470 0.0 0.0 0.0 0.4145
H -1.2374 -2.0497 4.5652 0.0 0.0 0.0 0.4159
H -1.3945 -0.0653 3.0833 0.0 0.0 0.0 0.3931
H 4.6784 1.8627 -1.8394 0.0 0.0 0.0 0.3711
O -2.7713 -1.6031 -6.7893 0.0 0.0 0.0 -0.4773
C -1.9404 -0.4947 -6.4504 0.0 0.0 0.0 -1.0386
C -1.4753 -0.6506 -5.0379 0.0 0.0 0.0 -0.2298
C -0.2216 -0.4141 -4.6656 0.1 0.0 0.1 -1.5186
C 0.1423 -0.4027 -3.2420 0.0 0.1 -0.1 -0.2612
N -0.6465 -0.6289 -2.2759 0.0 -0.1 0.0 0.1884
C -2.0160 -1.0187 -2.5344 0.0 0.1 0.0 1.6295
C -2.5044 -1.0404 -4.0267 0.0 0.1 0.0 0.8495
C -2.9196 -0.2634 -1.5681 0.0 0.0 0.0 -1.3392
C -4.2971 -0.2365 -1.7544 0.0 0.0 0.0 -0.0403
C -5.1023 0.4256 -0.8422 0.0 0.0 0.0 -0.0561
C -6.6011 0.4739 -1.0172 0.0 0.0 0.0 -0.9931
O -7.1064 -0.5168 -1.8917 0.0 0.0 0.0 -0.5274
C -4.4893 1.0573 0.2312 0.0 0.0 0.0 -1.2862
C -3.1120 0.9916 0.3338 0.0 0.0 0.0 -0.7723
N -2.3400 0.3432 -0.5324 0.0 -0.1 -0.1 0.4174
H -3.1645 -1.4368 -7.6507 0.0 0.0 0.0 0.2975
H -2.5137 0.4390 -6.5201 0.0 0.0 0.0 0.3487
H -1.0799 -0.4195 -7.1208 0.0 0.0 0.0 0.3889
H 0.5438 -0.1512 -5.3854 0.0 0.0 0.0 0.4189
H 1.1594 -0.1152 -2.9818 0.0 0.0 0.0 0.4369
H -3.4165 -0.4656 -4.2054 0.0 0.0 0.0 0.4879
H -4.7586 -0.7352 -2.5948 0.0 0.0 0.0 1.3083
H -6.8809 1.4309 -1.4611 0.0 0.0 0.0 0.3199
H -7.0825 0.4205 -0.0351 0.0 0.0 0.0 0.3736
H -6.8857 -1.3826 -1.5322 0.0 0.0 0.0 0.3053
H -5.0661 1.5907 0.9765 0.0 0.0 0.0 0.4435
H -2.5939 1.4823 1.1505 0.0 0.0 0.0 0.5361
O -1.4066 -2.4391 0.4320 -0.1 0.0 0.0 0.1911
S -2.2677 -3.6038 0.0989 0.0 0.0 0.0 -0.4119
C -3.0024 -3.2620 -1.4852 0.1 0.1 0.0 0.1892
C -2.1543 -2.5894 -2.5117 0.0 -0.1 -0.1 -0.8791
C -2.7540 -2.5728 -3.9457 0.0 0.0 0.0 -0.0051
C -4.1887 -2.9770 -4.0580 0.0 0.0 0.0 -0.8011
C -4.8854 -3.4558 -3.0290 0.0 0.0 0.0 -0.8087
C -4.2599 -3.6361 -1.7140 -0.1 0.0 0.0 -0.4097
C -1.1425 -4.8792 -0.4917 0.0 0.0 0.0 0.6234
C 0.2079 -4.5825 -0.5251 0.0 0.0 0.0 0.0738
C 1.0970 -5.5566 -0.9644 0.0 0.0 0.0 -0.6752
C 0.6298 -6.8022 -1.3544 0.0 0.0 0.0 -0.5844
C -0.7311 -7.0885 -1.3052 0.0 0.0 0.0 -0.6025
C -1.6251 -6.1249 -0.8690 0.0 0.0 0.0 -0.5909
H -1.1456 -3.0053 -2.4887 0.0 0.0 0.0 0.6412
H -2.1664 -3.1240 -4.6815 0.0 0.0 0.0 0.5085
H -4.6438 -2.8679 -5.0358 0.0 0.0 0.0 0.4556
H -5.9214 -3.7451 -3.1546 0.0 0.0 0.0 0.5005
H -4.8291 -4.1120 -0.9218 0.0 0.0 0.0 0.5278
H 0.5450 -3.6023 -0.2102 0.0 0.0 0.0 0.3694
H 2.1559 -5.3343 -0.9945 0.0 0.0 0.0 0.4198
H 1.3260 -7.5580 -1.6944 0.0 0.0 0.0 0.3975
H -1.0925 -8.0635 -1.6051 0.0 0.0 0.0 0.3895
H -2.6876 -6.3365 -0.8293 0.0 0.0 0.0 0.4055
```
Forces are in eV/Å.

Energy relative to the best compared isomer or geometry (same formula, charge and spin): 167.8 kJ/mol
Lowest unoccupied orbital energy: -0.007 Ha